Formula: C6H8N
Source: the Open Molecules 2025 dataset
Level of theory: ωB97M-V with the def2-TZVPD basis set

- charge = +1
- HOMO-LUMO gap (eV) = 5.768
- M (g/mol) = 94.14
- energy (hartree) = -287.7229

XYZ file:
```
15
C6H8N ωB97M-V with the def2-TZVPD basis set
C -0.93 -1.29 1.34
C -1.14 -1.68 0.08
C 0.43 1.00 0.64
C 0.21 -0.09 -1.41
C 0.35 -0.62 0.86
C 0.57 1.27 -0.79
N 0.08 -1.19 -0.44
H -1.64 -1.11 2.13
H -1.81 -2.28 -0.46
H -0.64 1.29 0.84
H 1.00 1.63 1.46
H -0.72 0.01 -1.90
H 1.03 -0.46 -2.10
H 1.33 -0.96 1.31
H 0.79 2.21 -1.44
```